(1)
Density functional theory data (the ωB97M-V functional and the def2-TZVPD basis) for the molecule C5H9NO2S at a distorted geometry.

Summary:
SMILES string: C[C@H]1[C@H](O)SC(=O)N1C
Multiplicity: 1
Gap between HOMO and LUMO (eV): 9.68
Energy above the lowest of the compared OMol25 structures with the same formula, charge and spin (kcal/mol): 26.3
Strongest force on any atom (eV/A): 4.4
Highest occupied orbital energy (eV): -9.18
Electronic energy (eV): -21750.5206

CARTESIAN COORDINATES (ANGSTROEM)
C (0.50124, -0.93466, -1.10724)
C (0.19095, 0.34692, -0.28161)
C (-0.34245, 1.62336, -1.05103)
O (0.15120, 2.73183, -0.36164)
S (-2.18881, 1.43352, -1.07557)
C (-2.03485, 0.67405, 0.49758)
O (-2.97185, 0.72660, 1.24474)
N (-0.81390, 0.15218, 0.67001)
C (-0.65839, -0.62360, 1.89172)
H (-0.46506, -1.49515, -1.28454)
H (0.90880, -1.60869, -0.36254)
H (1.13676, -0.75106, -1.89431)
H (1.02288, 0.76736, 0.20087)
H (0.05140, 1.80028, -2.12766)
H (0.02793, 3.57188, -0.90836)
H (-0.11329, 0.08032, 2.50404)
H (-1.44723, -0.89341, 2.47909)
H (-0.02566, -1.47095, 1.71652)

Atom charges from the Mulliken analysis, given in e for atoms 1 to 8:
1 C -1.351
2 C -0.032
3 C -0.068
4 O -0.554
5 S -0.217
6 C 0.604
7 O -0.593
8 N 0.004



(2)
Density functional theory data (the ωB97M-V functional and the def2-TZVPD basis) for a cluster of 2 separate species, C5H9NO2S in total at a distorted geometry.

Summary:
Multiplicity: 3
Gap between HOMO and LUMO (spin up / spin down) (eV): 6.18 / 7.09
Energy above the lowest of the compared OMol25 structures with the same formula, charge and spin (kcal/mol): 36.0
Strongest force on any atom (eV/A): 3.5
Highest occupied orbital energy (spin up / spin down) (eV): -5.77 / -9.32
Electronic energy (eV): -21745.0715

CARTESIAN COORDINATES (ANGSTROEM)
C (4.00817, 0.86766, -0.44407)
C (3.09361, 0.08065, -0.50543)
C (-2.90118, 0.08467, -0.13043)
C (-0.13295, 1.09699, -0.12052)
C (2.01911, -0.79774, -0.55931)
N (1.75599, -1.70921, 0.36162)
O (-0.98649, -0.64433, -1.82152)
O (-0.81110, -1.32835, 0.53086)
S (-1.12809, -0.26199, -0.43157)
H (4.80348, 1.55236, -0.41347)
H (-3.00941, 0.31716, 0.92062)
H (-3.21934, 0.90981, -0.75402)
H (-3.44165, -0.82021, -0.37911)
H (-0.18307, 1.86106, -0.86669)
H (-0.11359, 1.39093, 0.91179)
H (1.39516, -0.78688, -1.44543)
H (0.75835, -1.98121, 0.41004)
H (2.26510, -1.66790, 1.23436)

Atom charges from the Mulliken analysis, given in e for atoms 1 to 8:
1 C 0.207
2 C -0.238
3 C -1.060
4 C -0.645
5 C -1.158
6 N -0.356
7 O -0.632
8 O -0.718



(3)
Density functional theory data (the ωB97M-V functional and the def2-TZVPD basis) for the molecule C5H9NO3 at a distorted geometry.

Summary:
SMILES string: C=C1[C@H](C(O)(O)O)N1C
Multiplicity: 1
Gap between HOMO and LUMO (eV): 8.76
Energy above the lowest of the compared OMol25 structures with the same formula, charge and spin (kcal/mol): 135.9
Strongest force on any atom (eV/A): 5.8
Highest occupied orbital energy (eV): -8.01
Electronic energy (eV): -12958.8118

CARTESIAN COORDINATES (ANGSTROEM)
C (-0.69951, 1.31994, 1.75072)
C (-0.29382, 0.98438, 0.53245)
C (-0.20263, 0.46356, -0.79230)
C (-0.87767, -1.14759, -0.24975)
O (-1.11866, -1.69189, -1.50312)
O (-2.06783, -1.07256, 0.48031)
O (-0.02982, -1.98149, 0.43292)
N (0.97403, 0.77072, -0.08742)
C (2.30448, 0.77965, -0.62226)
H (-0.06873, 1.93598, 2.37112)
H (-1.75213, 1.41657, 1.96365)
H (-0.38512, 0.53676, -1.85488)
H (-1.26254, -2.64408, -1.39624)
H (-2.68377, -0.49130, 0.01962)
H (0.25233, -1.50441, 1.23340)
H (2.98599, 1.17422, 0.13055)
H (2.34855, 1.39683, -1.52582)
H (2.57684, -0.24529, -0.88296)

Atom charges from the Mulliken analysis, given in e for atoms 1 to 8:
1 C -0.944
2 C 0.268
3 C -0.311
4 C 0.545
5 O -0.559
6 O -0.515
7 O -0.548
8 N -0.069



(4)
Density functional theory data (the ωB97M-V functional and the def2-TZVPD basis) for a cluster of 2 separate species, C5H9NO3 in total at a distorted geometry.

Summary:
Multiplicity: 1
Gap between HOMO and LUMO (eV): 9.89
Energy above the lowest of the compared OMol25 structures with the same formula, charge and spin (kcal/mol): 79.3
Strongest force on any atom (eV/A): 4.9
Highest occupied orbital energy (eV): -9.64
Electronic energy (eV): -12961.2659

CARTESIAN COORDINATES (ANGSTROEM)
C (-1.18269, -0.61913, -0.23521)
C (2.14818, 0.83973, 0.80146)
C (-2.00000, 0.07928, 0.84440)
C (0.24136, 0.28933, -0.44863)
C (1.00986, -0.88091, -2.07865)
O (1.11180, -0.09002, 0.51148)
O (-1.02113, -1.95801, 0.09507)
N (0.22661, 1.49598, -0.85976)
O (1.10601, -2.01710, -2.02074)
H (-0.09063, -2.22157, 0.16856)
H (-1.67551, -0.54228, -1.21560)
H (-0.50281, 1.70292, -1.53148)
H (1.74485, 1.72815, 1.28818)
H (2.83576, 0.31853, 1.46504)
H (2.64708, 1.14411, -0.12357)
H (-2.04219, 1.15292, 0.67360)
H (-3.01212, -0.32500, 0.84879)
H (-1.54444, -0.09695, 1.81709)

Atom charges from the Mulliken analysis, given in e for atoms 1 to 8:
1 C 0.342
2 C -0.751
3 C -1.307
4 C 0.564
5 C 0.201
6 O -0.345
7 O -0.535
8 N -0.852



(5)
Density functional theory data (the ωB97M-V functional and the def2-TZVPD basis) for a structure of composition C5H9NO3 at a distorted geometry.

Summary:
Multiplicity: 1
Gap between HOMO and LUMO (eV): 9.33
Energy above the lowest of the compared OMol25 structures with the same formula, charge and spin (kcal/mol): 119.0
Strongest force on any atom (eV/A): 2.2
Highest occupied orbital energy (eV): -8.64
Electronic energy (eV): -12959.5477

CARTESIAN COORDINATES (ANGSTROEM)
C (-0.09627, -1.05062, -0.58907)
C (-1.56644, 0.80648, 1.31119)
C (0.86903, -1.89820, -1.41626)
N (-0.29928, 1.18628, 0.71576)
C (1.45792, 0.49627, 1.00609)
C (0.44751, 0.35379, -0.41142)
O (-0.25193, 2.55537, 0.41079)
O (2.03598, 0.60193, 1.99089)
O (0.82186, 1.04258, -1.37807)
H (0.20225, 2.54560, -0.46894)
H (-0.27637, -1.51552, 0.38309)
H (-1.05635, -0.95802, -1.10336)
H (-1.82184, 1.54019, 2.07470)
H (-1.45424, -0.16833, 1.78407)
H (-2.35336, 0.78849, 0.55342)
H (1.06288, -1.42111, -2.37541)
H (1.82304, -2.01317, -0.89883)
H (0.45559, -2.89201, -1.58862)

Atom charges from the Mulliken analysis, given in e for atoms 1 to 8:
1 C -0.185
2 C -0.912
3 C -1.329
4 N 0.126
5 C 0.162
6 C 0.791
7 O -0.451
8 O -0.316



(6)
Density functional theory data (the ωB97M-V functional and the def2-TZVPD basis) for the molecule C5H9NO3 at a distorted geometry.

Summary:
SMILES string: C/N=C(\O)CC(=O)OC
Multiplicity: 1
Gap between HOMO and LUMO (eV): 10.36
Energy above the lowest of the compared OMol25 structures with the same formula, charge and spin (kcal/mol): 43.2
Strongest force on any atom (eV/A): 2.2
Highest occupied orbital energy (eV): -9.80
Electronic energy (eV): -12962.8324

CARTESIAN COORDINATES (ANGSTROEM)
C (1.89708, 1.79121, 0.51722)
N (0.65890, 1.22843, 1.03572)
C (-0.30950, 1.03981, 0.21703)
O (-0.24841, 1.39235, -1.08210)
C (-1.55817, 0.32330, 0.63290)
C (-1.50499, -1.10895, 0.18369)
O (-2.36330, -1.64212, -0.49463)
O (-0.32082, -1.67639, 0.53631)
C (0.38721, -2.26405, -0.55444)
H (2.73806, 1.31133, 1.02938)
H (2.05076, 1.62299, -0.55386)
H (1.94341, 2.86337, 0.72437)
H (-1.04634, 1.16288, -1.58674)
H (-2.42135, 0.81176, 0.16834)
H (-1.68958, 0.36495, 1.71764)
H (0.74338, -3.25310, -0.26114)
H (-0.21059, -2.34030, -1.46796)
H (1.25428, -1.62745, -0.76170)

Atom charges from the Mulliken analysis, given in e for atoms 1 to 8:
1 C -0.839
2 N -0.488
3 C 0.735
4 O -0.543
5 C -0.797
6 C 0.665
7 O -0.570
8 O -0.281



(7)
Density functional theory data (the ωB97M-V functional and the def2-TZVPD basis) for the molecule C5H9NO3 at a distorted geometry.

Summary:
SMILES string: CC(=O)ON(C)C(C)=O
Multiplicity: 1
Gap between HOMO and LUMO (eV): 10.38
Energy above the lowest of the compared OMol25 structures with the same formula, charge and spin (kcal/mol): 63.7
Strongest force on any atom (eV/A): 3.8
Highest occupied orbital energy (eV): -9.69
Electronic energy (eV): -12961.9429

CARTESIAN COORDINATES (ANGSTROEM)
C (0.62114, -2.79722, -0.54575)
C (-0.10812, -1.48848, -0.43712)
O (-1.26565, -1.59002, -0.07179)
O (0.61163, -0.32814, -0.51790)
N (-0.21097, 0.82603, -0.34024)
C (-1.10365, 1.24572, -1.44229)
C (-0.09087, 1.66855, 0.78563)
C (0.76231, 1.31127, 1.97066)
O (-0.64999, 2.77851, 0.73707)
H (-0.03315, -3.62924, -0.24161)
H (0.96162, -2.83784, -1.57931)
H (1.52487, -2.79668, 0.10162)
H (-0.95248, 2.30490, -1.69802)
H (-0.91458, 0.61455, -2.35356)
H (-2.16020, 1.02707, -1.15455)
H (1.82783, 1.20336, 1.65467)
H (0.74683, 2.12514, 2.69542)
H (0.43345, 0.36251, 2.43707)

Atom charges from the Mulliken analysis, given in e for atoms 1 to 8:
1 C -0.935
2 C 0.721
3 O -0.516
4 O -0.301
5 N 0.330
6 C -0.943
7 C 0.624
8 C -1.006



(8)
Density functional theory data (the ωB97M-V functional and the def2-TZVPD basis) for a cluster of 2 separate species, C5H9NO3 in total at a distorted geometry.

Summary:
SMILES string: CC(=O)C(N)=O.CC=O
Multiplicity: 1
Gap between HOMO and LUMO (eV): 9.98
Energy above the lowest of the compared OMol25 structures with the same formula, charge and spin (kcal/mol): 42.2
Strongest force on any atom (eV/A): 3.7
Highest occupied orbital energy (eV): -9.35
Electronic energy (eV): -12962.8753

CARTESIAN COORDINATES (ANGSTROEM)
C (2.39945, -0.70497, 1.13071)
C (1.06299, -0.17220, 0.72804)
O (0.08585, -0.19611, 1.42695)
C (1.19173, 1.05830, -0.36151)
N (0.67691, 0.83751, -1.57921)
O (1.98287, 1.95617, -0.15281)
H (3.10511, 0.11595, 1.24222)
H (2.75549, -1.37931, 0.35310)
H (2.34333, -1.21403, 2.09023)
H (0.77887, 1.52498, -2.30858)
H (0.10720, 0.01592, -1.73815)
C (-2.67239, 0.23484, 0.16644)
C (-1.90158, -0.84256, -0.51446)
O (-1.54101, -0.89061, -1.66477)
H (-3.69533, -0.08744, 0.34994)
H (-2.24120, 0.38396, 1.15575)
H (-2.64740, 1.15459, -0.41309)
H (-1.79091, -1.79497, 0.08918)

Atom charges from the Mulliken analysis, given in e for atoms 1 to 8:
1 C -1.317
2 C 0.651
3 O -0.479
4 C 0.603
5 N -0.267
6 O -0.610
7 H 0.341
8 H 0.335



(9)
Density functional theory data (the ωB97M-V functional and the def2-TZVPD basis) for the molecule C5H9NO3 at a distorted geometry.

Summary:
Multiplicity: 3
Gap between HOMO and LUMO (spin up / spin down) (eV): 5.82 / 9.54
Energy above the lowest of the compared OMol25 structures with the same formula, charge and spin (kcal/mol): 78.1
Strongest force on any atom (eV/A): 10.1
Highest occupied orbital energy (spin up / spin down) (eV): -5.14 / -11.48
Electronic energy (eV): -12954.6507

CARTESIAN COORDINATES (ANGSTROEM)
C (-0.59634, 0.08891, -1.70744)
C (0.07599, 0.79880, -0.57769)
C (1.21699, 0.94475, 1.58801)
C (1.32052, -1.20255, 0.26472)
C (0.83467, 0.21265, 0.34042)
N (-2.55438, -0.27798, -0.29223)
O (-2.01938, 0.02538, -1.53027)
O (-3.73515, -0.37646, -0.32995)
O (-1.83301, -0.39262, 0.64560)
H (-0.49496, 0.63080, -2.65174)
H (-0.21616, -0.92991, -1.82818)
H (-0.23048, 1.82801, -0.44577)
H (0.90757, 1.98312, 1.55587)
H (0.70447, 0.46593, 2.42020)
H (2.28485, 0.89355, 1.78129)
H (0.53325, -1.88866, 0.57744)
H (2.16739, -1.33914, 0.93385)
H (1.63416, -1.46460, -0.74414)

Atom charges from the Mulliken analysis, given in e for atoms 1 to 8:
1 C -0.294
2 C -0.887
3 C -1.414
4 C -1.425
5 C 1.397
6 N 1.003
7 O -0.246
8 O -0.581



(10)
Density functional theory data (the ωB97M-V functional and the def2-TZVPD basis) for the molecule C5H9NO8 at a distorted geometry.

Summary:
SMILES string: C[C@](COO)(OO)[C@H](C=O)O[N+](=O)[O-]
Multiplicity: 1
Gap between HOMO and LUMO (eV): 8.97
Energy above the lowest of the compared OMol25 structures with the same formula, charge and spin (kcal/mol): 0.0
Strongest force on any atom (eV/A): 3.1
Highest occupied orbital energy (eV): -9.80
Electronic energy (eV): -23189.4421

CARTESIAN COORDINATES (ANGSTROEM)
C (2.02553, -4.36879, 0.61113)
C (1.08476, -4.49956, 1.83257)
C (1.85150, -5.26144, 2.94702)
O (2.32525, -6.48162, 2.42622)
O (2.90764, -7.20612, 3.62497)
O (-0.11772, -5.18470, 1.52108)
O (0.25067, -6.37831, 0.70510)
C (0.52880, -3.10575, 2.30634)
C (-0.68814, -3.43834, 3.18459)
O (-0.53064, -3.98715, 4.26249)
O (0.12225, -2.38239, 1.17123)
N (0.06502, -0.70158, 1.25334)
O (-1.08219, -0.33335, 1.13738)
O (1.15186, -0.19701, 1.28227)
H (2.88065, -3.75602, 0.96973)
H (2.35938, -5.38173, 0.34240)
H (1.44504, -3.89426, -0.20257)
H (2.71677, -4.61899, 3.20708)
H (1.20484, -5.38598, 3.83748)
H (2.80233, -8.11246, 3.25104)
H (-0.59827, -6.62750, 0.25884)
H (1.27906, -2.59769, 2.92883)
H (-1.62166, -3.03939, 2.76211)

Atom charges from the Mulliken analysis, given in e for atoms 1 to 8:
1 C -1.490
2 C 1.019
3 C -0.632
4 O -0.249
5 O -0.371
6 O -0.343
7 O -0.373
8 C -0.055



(11)
Density functional theory data (the ωB97M-V functional and the def2-TZVPD basis) for a cluster of 2 separate species, C5H9NOS in total at a distorted geometry.

Summary:
SMILES string: C/C=C(\C)S.N=C=O
Multiplicity: 1
Gap between HOMO and LUMO (eV): 9.26
Energy above the lowest of the compared OMol25 structures with the same formula, charge and spin (kcal/mol): 42.6
Strongest force on any atom (eV/A): 2.8
Highest occupied orbital energy (eV): -8.59
Electronic energy (eV): -19702.4551

CARTESIAN COORDINATES (ANGSTROEM)
C (-1.94020, -0.85940, -0.12672)
C (-1.20420, 0.48608, -0.07904)
C (-0.10937, 0.78181, 0.60168)
C (0.45995, 0.03132, 1.78736)
S (0.77454, 2.27170, 0.19531)
H (-2.51374, -0.76111, -1.09562)
H (-2.69616, -0.99658, 0.67817)
H (-1.32803, -1.74618, -0.29862)
H (-1.46760, 1.21448, -0.87939)
H (1.55657, -0.08621, 1.64338)
H (0.07196, -0.95376, 1.54641)
H (-0.04524, 0.54439, 2.60004)
H (2.01793, 2.08402, 0.82227)
N (1.17700, -1.12455, -1.87128)
C (2.01828, -0.26020, -1.89028)
O (3.00427, 0.32639, -1.85811)
H (0.22405, -0.95219, -1.77555)

Atom charges from the Mulliken analysis, given in e for atoms 1 to 8:
1 C -1.172
2 C -0.675
3 C 0.753
4 C -1.222
5 S -0.241
6 H 0.345
7 H 0.320
8 H 0.398



(12)
Density functional theory data (the ωB97M-V functional and the def2-TZVPD basis) for the molecule C5H9NOS at a distorted geometry.

Summary:
SMILES string: CN(C=S)C1COC1
Multiplicity: 1
Gap between HOMO and LUMO (eV): 9.03
Energy above the lowest of the compared OMol25 structures with the same formula, charge and spin (kcal/mol): 87.8
Strongest force on any atom (eV/A): 6.9
Highest occupied orbital energy (eV): -8.39
Electronic energy (eV): -19700.4963

CARTESIAN COORDINATES (ANGSTROEM)
C (0.01623, 1.61887, -0.04186)
N (0.77223, 0.41673, -0.13560)
C (2.07669, 0.34416, 0.00330)
S (3.09408, -0.95698, 0.00792)
C (0.00000, -0.75595, 0.04019)
C (-1.11508, -1.04494, -1.02674)
O (-2.08174, -0.74370, 0.02628)
C (-0.98096, -0.83486, 1.10131)
H (-0.32383, 1.75287, 1.04794)
H (-1.00111, 1.59716, -0.65245)
H (0.47830, 2.57109, -0.42867)
H (2.53416, 1.42377, -0.02959)
H (0.94351, -1.50052, 0.01110)
H (-1.11529, -0.13812, -1.66054)
H (-1.18811, -2.02371, -1.52936)
H (-0.98723, -0.00438, 1.76923)
H (-1.12186, -1.72152, 1.49754)

Atom charges from the Mulliken analysis, given in e for atoms 1 to 8:
1 C -0.822
2 N 0.172
3 C 0.025
4 S -0.393
5 C 0.190
6 C -0.514
7 O -0.417
8 C -0.492



- Which value of multiplicity does entry 1 give?
  1